{"formula": "C55H85N5O30", "method": "ωB97M-V with the def2-TZVPD basis set", "homo_energy_ev": -9.306, "e_lumo_ev": 0.45, "e_tot_ev": -127285.004, "max_force_ev_per_a": 4.66, "homo_lumo_gap_ev": 9.7591, "elements": ["O", "C", "H", "H", "C", "O", "H", "H", "H", "H", "H", "O", "O", "C", "H", "H", "H", "H", "H", "H", "H", "H", "H", "H", "C", "H", "C", "C", "C", "C", "H", "C", "H", "C", "C", "H", "N", "H", "O", "H", "H", "C", "H", "C", "H", "H", "C", "C", "H", "C", "H", "H", "H", "H", "H", "C", "H", "C", "C", "C", "C", "C", "H", "C", "H", "O", "O", "C", "H", "H", "H", "C", "H", "H", "H", "C", "C", "H", "O", "H", "C", "O", "C", "H", "C", "C", "H", "C", "H", "H", "O", "H", "C", "H", "C", "C", "C", "H", "H", "H", "H", "C", "H", "H", "H", "H", "H", "H", "H", "O", "H", "N", "C", "O", "C", "O", "H", "C", "O", "H", "C", "H", "O", "H", "C", "O", "O", "O", "C", "H", "H", "O", "H", "C", "N", "H", "C", "O", "C", "C", "H", "O", "N", "C", "H", "C", "H", "C", "H", "H", "H", "C", "O", "O", "H", "O", "H", "C", "H", "C", "H", "H", "O", "H", "O", "H", "C", "H", "O", "O", "N", "O", "H", "O", "C"], "xyz": [[10.49761, 14.37638, 10.58905], [15.54110, 20.44367, 10.07983], [15.71119, 9.73867, 14.82036], [14.59611, 21.30110, 13.78081], [12.91650, 16.71404, 16.74822], [13.38668, 10.89490, 14.83227], [7.52368, 22.44575, 19.71238], [7.28865, 15.18148, 11.86747], [16.28798, 19.77152, 13.58836], [21.40840, 19.30751, 12.20381], [8.37331, 18.76424, 16.58740], [11.74547, 12.66300, 10.99030], [13.62486, 12.73135, 16.11158], [11.98381, 18.03645, 12.74910], [15.33925, 17.25331, 8.61790], [19.82864, 23.94604, 15.14175], [15.96753, 26.01404, 11.48879], [12.11241, 20.60746, 20.66233], [13.17066, 11.36632, 11.60601], [16.75196, 20.49829, 6.97148], [10.98859, 14.13281, 20.14294], [8.59084, 20.28954, 15.59131], [13.59658, 15.91657, 17.08676], [17.99066, 22.16107, 11.69869], [14.04506, 20.55013, 17.92828], [11.55132, 15.90532, 9.64618], [7.83757, 13.83317, 14.77401], [13.74028, 27.97822, 15.63065], [14.55355, 15.67176, 10.53367], [8.57239, 22.60442, 19.84102], [14.05626, 24.29236, 17.15439], [10.24724, 14.93258, 20.00132], [14.26534, 28.47048, 16.43338], [19.06107, 19.52197, 12.55939], [12.31250, 19.98402, 14.04292], [14.48038, 20.50107, 6.43615], [13.77588, 20.68408, 8.45192], [10.05477, 16.30992, 10.79721], [17.49391, 16.92448, 18.32088], [16.87992, 18.22374, 19.80398], [17.06930, 10.80212, 15.22168], [12.98053, 20.62058, 20.02685], [13.23091, 22.33177, 13.29263], [12.94199, 11.92047, 10.68954], [18.26824, 20.73436, 17.60713], [12.00996, 19.86933, 18.24153], [16.64194, 17.99256, 18.77009], [14.19012, 20.53298, 9.67791], [18.05944, 19.08777, 16.91995], [13.36671, 24.09228, 16.36337], [13.72815, 17.82967, 8.26415], [13.05426, 18.01200, 12.67986], [17.56136, 20.21566, 9.34516], [15.60020, 17.52157, 18.80966], [16.12442, 18.27644, 12.69869], [7.69470, 15.12062, 12.89469], [8.96056, 16.98858, 12.87590], [18.68685, 24.89866, 9.93410], [16.04574, 20.56198, 7.80877], [10.67214, 19.83510, 9.43268], [18.93506, 23.47588, 14.68569], [13.99793, 25.80284, 14.73495], [9.77739, 18.09925, 8.51267], [8.64947, 14.73914, 15.38008], [13.14857, 17.65211, 17.21708], [18.67098, 22.26811, 15.43066], [15.53130, 15.09011, 10.14951], [11.50444, 13.61639, 10.14512], [11.46480, 18.37747, 11.85713], [14.73232, 14.83106, 13.39420], [17.25263, 13.75356, 15.82498], [14.28035, 14.35892, 12.52512], [19.48387, 25.16152, 9.21240], [13.96683, 20.34433, 16.82869], [16.53336, 18.85807, 18.14630], [8.59498, 21.14827, 18.03762], [13.84868, 21.43137, 13.03710], [7.44572, 12.95230, 15.29126], [12.11800, 13.75536, 9.10587], [14.23352, 21.24874, 21.63020], [11.37474, 16.21368, 18.35120], [13.06479, 20.26278, 12.92448], [16.53115, 20.34283, 9.10835], [8.84170, 22.45729, 20.87385], [17.62306, 25.71809, 10.19020], [14.29427, 16.98288, 8.61705], [17.64886, 26.63828, 9.62696], [15.26963, 21.27841, 19.69568], [14.24749, 28.29381, 14.70939], [17.24590, 15.35126, 14.94929], [12.41162, 20.60616, 15.05577], [15.75586, 20.27262, 11.18392], [16.68933, 25.32071, 11.15239], [9.02025, 14.58170, 16.37472], [14.72231, 20.64376, 7.53055], [9.76099, 18.81806, 9.36696], [12.84328, 20.37768, 18.64580], [12.92058, 16.79951, 15.66853], [9.91416, 16.51549, 15.07923], [13.32061, 13.84980, 12.88682], [16.10595, 11.11874, 13.65931], [17.61052, 21.58934, 14.99648], [18.74728, 14.55637, 15.33716], [10.55155, 15.73864, 20.66689], [16.28728, 21.64518, 20.03010], [12.66915, 28.29369, 15.68576], [11.60693, 17.02795, 13.04209], [11.16072, 21.60518, 10.55630], [11.98295, 13.89136, 16.49093], [13.76446, 24.53870, 15.03064], [13.74042, 12.58180, 10.56765], [8.79183, 18.52001, 10.27901], [17.75703, 14.70558, 15.63976], [17.43801, 20.50530, 15.74581], [10.59357, 20.69086, 10.51086], [19.63960, 20.05760, 11.45240], [18.08124, 24.12567, 14.63034], [12.25985, 12.98549, 15.97133], [15.36783, 11.72713, 15.52219], [11.99358, 13.15357, 14.93452], [18.40520, 20.07866, 16.73182], [9.23985, 14.55090, 20.20114], [7.55489, 21.37276, 17.54180], [21.17964, 21.03563, 12.44602], [16.79692, 23.97249, 11.63068], [9.21969, 21.65194, 19.07873], [9.45196, 20.20617, 17.60976], [16.92567, 21.87207, 14.10326], [14.14696, 21.10271, 20.57978], [21.68500, 20.38112, 10.74943], [10.01330, 19.15705, 15.93706], [12.04392, 16.83920, 19.19256], [19.43718, 20.12537, 16.40834], [8.83141, 19.29195, 11.35060], [15.19171, 21.10508, 18.38137], [15.05090, 13.79761, 12.00274], [16.88947, 18.90832, 13.20657], [11.70738, 18.81583, 13.91052], [21.08056, 20.23595, 11.67251], [14.07468, 11.69347, 15.44564], [13.41823, 20.47991, 10.42050], [17.75746, 19.43858, 12.17108], [18.90656, 23.70376, 10.53399], [17.91232, 23.19779, 11.27774], [16.11783, 23.63086, 12.45093], [17.16575, 16.44249, 17.12582], [17.36620, 18.45988, 14.05057], [9.11164, 15.86037, 14.69066], [14.06563, 16.07786, 8.08533], [19.18111, 23.19221, 13.61734], [11.46048, 19.96700, 8.68208], [9.60371, 20.45301, 11.47133], [10.33627, 15.39837, 18.60954], [13.88074, 16.62796, 9.96601], [8.12282, 19.08837, 12.14424], [19.55448, 19.33238, 13.62773], [13.25624, 23.05970, 16.19832], [9.10594, 19.58622, 16.32338], [9.37227, 21.26870, 12.20177], [8.57093, 16.13635, 13.40169], [8.78631, 23.59795, 19.43230], [11.72305, 12.14887, 16.38340], [13.80340, 15.40166, 11.64730], [12.78106, 11.35311, 9.81458], [11.54581, 16.36850, 17.03722], [14.16042, 21.64347, 12.01546], [10.48130, 15.66122, 10.00364], [12.43192, 24.68295, 16.60696], [17.93633, 15.37295, 16.87334], [13.85642, 26.54542, 15.84993], [7.38169, 13.99267, 13.54506], [16.29860, 16.82598, 16.41162], [9.77874, 15.69568, 9.17284], [14.17227, 26.23370, 13.60234], [16.10995, 10.78960, 14.74876]], "atomic_forces_ev_per_a": [[0.7, -0.8, 0.1], [0.0, -1.3, 1.4], [0.1, 1.2, -0.1], [0.9, 0.1, 0.3], [-0.1, -0.2, -0.6], [0.8, 0.5, 0.5], [-0.9, 0.1, 0.3], [0.2, 0.2, 0.7], [0.7, -0.7, -0.2], [0.1, 0.7, -0.7], [0.8, 0.8, -0.6], [0.3, -0.9, 1.3], [0.6, 1.0, 0.6], [-0.4, -1.6, 0.7], [0.3, -0.2, -0.1], [-0.7, -0.3, -0.1], [-1.0, 0.3, 0.4], [-0.3, -0.5, 0.2], [-0.4, -0.4, -0.4], [-0.3, 0.1, 0.3], [-0.3, 0.1, -0.2], [0.9, -0.7, 1.1], [-0.3, 0.3, -0.1], [0.2, 1.1, -0.5], [-1.4, 0.5, -1.6], [-1.9, 0.1, 0.7], [-1.0, -0.5, 0.1], [-0.2, 0.1, 0.0], [-1.0, -1.1, 1.1], [-0.9, 1.0, -0.2], [0.9, 0.2, 0.1], [0.7, 0.1, -0.3], [0.1, -0.1, 0.5], [-1.5, 1.8, -2.3], [2.4, -0.7, -1.3], [-0.3, 0.8, 1.3], [-0.7, -0.6, -0.9], [0.7, -0.1, -0.6], [0.4, 0.7, -0.2], [0.5, 0.1, -0.2], [0.7, 0.1, -0.2], [-0.9, 0.9, -0.5], [0.3, -0.8, 0.2], [-0.9, -0.2, 1.7], [0.1, -0.4, -0.1], [-0.9, 0.0, -0.5], [-2.8, -1.9, 0.8], [1.0, 0.5, 1.3], [0.3, -0.6, 0.3], [-1.4, 2.3, -0.8], [-0.5, 0.1, 0.3], [0.4, -0.3, -0.7], [0.6, -0.1, 0.1], [1.1, 0.8, 0.0], [0.9, 0.0, 0.3], [0.7, 0.7, -0.4], [-0.4, 0.1, -0.5], [1.5, -1.6, 0.1], [2.6, -1.0, -0.1], [0.9, 0.1, -0.2], [1.4, -0.8, -1.3], [-1.0, 0.8, -0.8], [0.0, 0.8, 0.6], [1.4, 1.0, 0.6], [0.3, 0.3, 0.1], [0.4, 1.1, -0.1], [0.0, 0.2, 0.2], [-0.1, 0.5, -1.3], [0.2, 0.2, 0.0], [0.1, 0.1, 0.1], [-0.1, 0.2, -0.2], [-1.3, 0.5, 0.4], [-0.6, 0.1, 0.5], [0.5, 0.2, 1.1], [0.5, 0.3, -0.4], [2.6, -2.1, -0.2], [-1.4, 1.8, -0.7], [0.4, 0.2, 0.0], [-0.3, 0.5, 0.3], [0.1, 0.2, 0.6], [0.6, 1.9, 2.1], [-1.5, -0.3, 0.7], [-2.0, 1.4, -0.1], [0.3, 0.3, 0.2], [-0.1, 0.0, 0.1], [0.0, -0.6, 0.8], [-0.6, 0.4, 0.3], [0.0, 0.8, 1.0], [-0.5, -0.4, 0.1], [-0.4, 0.0, -0.4], [-0.9, 0.4, 0.5], [-0.2, 0.4, -1.7], [1.3, -2.1, -0.5], [0.1, -0.2, 0.4], [-0.3, -0.3, -2.2], [-1.2, -2.1, -0.9], [3.2, -0.1, 1.4], [0.3, 0.1, -0.1], [-0.7, -0.4, 0.1], [1.6, 0.1, -0.8], [0.2, -0.5, 1.4], [2.6, -1.4, 3.6], [1.3, -0.6, -0.9], [-0.4, 0.1, 0.0], [-1.4, -0.4, 0.0], [0.9, -0.4, -0.3], [0.3, 0.6, -0.5], [0.3, 0.1, 0.0], [0.3, 0.2, 0.4], [0.9, -0.6, -0.3], [1.2, 1.1, -0.6], [1.8, 0.3, -0.3], [-0.7, 0.0, 0.6], [-0.1, -0.4, -0.4], [-1.3, 0.5, 0.7], [1.7, -0.4, 0.5], [-0.4, 0.3, 0.3], [-1.1, 0.1, -0.1], [1.6, -0.2, 0.1], [-0.1, -0.3, -0.3], [-0.7, 1.3, 0.2], [0.3, 0.3, -0.4], [-2.2, 1.2, -0.3], [0.2, -0.3, -1.0], [-0.4, 1.6, 0.8], [1.0, -0.2, 0.3], [0.0, -0.3, -1.8], [-2.4, 1.1, -3.0], [1.7, -0.4, -2.0], [-1.1, 0.1, 0.6], [0.3, 0.1, -0.2], [-1.5, -2.0, -1.6], [0.0, -0.1, -0.4], [-0.8, 1.2, 0.5], [-0.7, -1.2, 0.3], [-0.4, -0.5, 0.1], [-2.5, 1.3, -0.9], [-1.0, 0.7, 0.6], [0.0, -0.7, 1.5], [-1.8, -0.9, -1.2], [-0.3, 0.0, 0.4], [0.8, -1.2, 1.8], [-0.8, -0.3, -0.6], [-0.2, 0.4, 0.4], [0.5, 0.2, -1.1], [0.9, -1.5, 0.6], [0.6, -0.5, 0.1], [-0.4, 0.6, -1.5], [0.3, -0.1, -1.0], [-0.2, 0.4, 1.2], [-0.5, -0.1, 0.2], [0.5, 0.9, -0.2], [0.4, -0.1, 0.4], [-0.2, 1.9, -1.1], [-0.2, -0.2, 0.0], [0.0, -0.5, 0.3], [-0.6, -1.2, 0.2], [-1.9, -0.2, 0.8], [0.3, -1.3, -0.3], [0.0, -2.4, 1.6], [0.2, 0.0, 0.5], [-0.6, -0.3, 0.0], [0.9, -0.4, 0.0], [0.0, -0.9, -0.8], [0.0, -0.9, 0.6], [0.7, -0.2, 0.4], [0.7, 1.1, -0.1], [0.8, -1.2, -0.1], [0.0, 0.8, 1.2], [0.1, 1.2, -0.5], [-0.3, 0.8, -0.9], [-1.2, 0.9, -0.9], [0.1, -0.1, -0.2], [0.1, -0.9, 1.7], [-0.8, -0.9, -1.1]]}